# 1
{"formula": "C4H8NO2", "method": "wB97M-V/def2-TZVPD", "charge": -1, "homo_ev": -2.69, "energy_ha": -362.3968, "symbols": ["O", "O", "N", "C", "C", "C", "C", "H", "H", "H", "H", "H", "H", "H", "H"], "xyz": [[0.26, 0.67, -3.42], [-1.77, -0.62, 1.05], [0.58, -0.59, 1.24], [0.25, 0.94, -2.24], [-0.82, -0.77, 1.96], [0.14, -0.06, -1.17], [0.54, 0.42, 0.27], [-0.81, -1.79, 2.40], [-0.02, 1.36, 0.48], [1.03, -1.45, 0.94], [0.83, -0.91, -1.33], [-0.93, 0.12, 2.68], [1.47, 1.04, 0.08], [-0.92, -0.41, -1.11], [0.16, 2.05, -1.85]], "lowdin_charge": [0.004, -0.355, -0.087, -0.316, -0.509, -0.179, -0.347, 0.067, 0.105, 0.070, 0.115, 0.078, 0.095, 0.118, 0.141]}

# 2
{"formula": "C4H8NO2", "method": "wB97M-V/def2-TZVPD", "charge": -1, "homo_ev": -2.64, "energy_ha": -362.3509, "symbols": ["O", "O", "N", "C", "C", "C", "C", "H", "H", "H", "H", "H", "H", "H", "H"], "xyz": [[1.57, 0.82, 0.27], [-2.59, 0.62, 1.18], [-1.90, -0.10, 0.31], [0.65, 1.84, -0.07], [-2.49, -0.77, -0.60], [1.04, -0.40, 0.55], [1.83, -1.44, 0.80], [1.42, -2.40, 1.04], [-3.58, -0.83, -0.75], [0.64, 1.97, -1.16], [1.01, 2.76, 0.40], [-1.86, -1.32, -1.30], [-0.06, -0.46, 0.55], [-0.36, 1.60, 0.28], [2.91, -1.34, 0.78]], "lowdin_charge": [-0.151, -0.337, -0.349, -0.101, -0.173, -0.243, -0.019, 0.026, 0.025, 0.082, 0.077, 0.009, 0.064, 0.058, 0.032]}

The evaluated energy relative to the best compared isomer or geometry (same formula, charge and spin) for the records listed, in turn: 80.0, 108.8 kcal per mole.
The evaluated maximum force for the records listed, in turn: 3.4, 1.1 eV Å⁻¹.